The following is a quantum chemistry calculation of C50H69AsN3O5P2Si2TeZr as an isolated structure, from OMol25.

electronic energy: -6299.004369 Ha
charge: +3
Kohn-Sham gap: 0.2413 hartree
HOMO level: -0.53857 hartree
lowest unoccupied orbital energy: -8.1 eV
largest force on an atom: 4.515 eV Å⁻¹
ΔE to the lowest compared entry with this formula, charge and spin: 281.04 kJ/mol

Each line ends with the Mulliken charge.
Cartesian coordinates (Å):
Zr1 0.468822 0.497525 0.204760  -0.469
O1 2.685722 0.991125 -0.505740  0.751
C1 3.450222 2.107725 -0.977340  -0.856
C2 3.083522 2.467025 -2.418240  -1.315
C3 1.557222 2.492825 -2.651540  1.216
C4 0.904022 3.361625 -1.619840  -0.211
C5 0.699622 4.715925 -1.883140  -0.528
C6 0.307122 5.568325 -0.867340  -1.046
C7 0.205822 5.044325 0.415660  -1.114
C8 0.381822 3.684825 0.593660  -0.880
N1 0.649722 2.828725 -0.406440  1.941
H1 2.909222 0.249725 -1.100940  -0.611
H2 4.522022 1.882525 -0.911140  0.429
H3 3.241522 2.936825 -0.294340  0.395
H4 3.518722 1.739925 -3.105340  0.449
H5 3.513222 3.438625 -2.655340  0.634
H6 1.175022 1.469925 -2.609640  -1.077
H7 1.387122 2.892625 -3.649140  0.605
H8 0.860722 5.090325 -2.880740  0.615
H9 0.137222 6.616925 -1.053840  0.556
H10 0.000122 5.673625 1.264760  0.598
H11 0.361122 3.268225 1.597460  0.415
O2 0.428222 -0.154175 -1.651140  -0.372
N2 -0.736678 -0.959375 -1.740840  -1.337
N3 -0.976778 -1.536875 -0.587540  1.338
O3 -1.075478 -0.629175 0.454860  0.586
C9 -1.742278 -2.706275 -0.535040  0.250
C10 -2.466278 -3.019075 0.612160  -0.475
C11 -3.124078 -4.234275 0.695260  -1.311
C12 -3.048178 -5.143175 -0.348040  -0.879
C13 -2.348478 -4.814675 -1.500640  -0.983
C14 -1.694078 -3.600875 -1.603940  -0.076
H12 -2.500278 -2.320375 1.435560  0.664
H13 -3.701378 -4.474475 1.575860  0.582
H14 -3.525978 -6.106675 -0.261840  0.498
H15 -2.312678 -5.514975 -2.320840  0.540
H16 -1.140178 -3.345175 -2.494140  0.541
O4 1.630022 -1.257675 0.361060  0.341
P1 2.851022 -1.848875 1.031860  1.521
C15 3.042022 -1.064875 2.696160  -1.255
P2 1.643922 0.060425 3.120760  0.827
O5 1.351022 0.998825 1.961960  -0.666
C16 0.230322 -0.979175 3.599060  1.090
C17 -0.557978 -0.592875 4.685560  -0.290
C18 -1.521978 -1.453075 5.187960  -1.093
C19 -1.719078 -2.696875 4.609360  -0.797
C20 -0.942378 -3.080075 3.528560  -0.605
C21 0.030722 -2.232975 3.024760  -0.140
C22 2.223522 1.029125 4.524160  0.811
C23 2.707122 2.311025 4.280260  -0.501
C24 3.180622 3.079425 5.327660  -0.860
C25 3.181122 2.570525 6.617260  -0.658
C26 2.710922 1.288425 6.861260  -0.844
C27 2.234722 0.513925 5.817760  -0.570
C28 2.654522 -3.640275 1.111560  1.117
C29 1.624122 -4.174375 0.341060  -0.210
C30 1.452122 -5.543975 0.265060  -0.958
C31 2.320022 -6.383575 0.948860  -0.677
C32 3.350822 -5.851575 1.712560  -0.831
C33 3.527722 -4.479975 1.795360  -0.843
C34 4.379622 -1.511175 0.117160  1.243
C35 5.610222 -1.469975 0.765060  -0.939
C36 6.772222 -1.279075 0.034260  -0.826
C37 6.711722 -1.117575 -1.342240  -0.736
C38 5.489122 -1.192075 -1.997340  -1.028
C39 4.326322 -1.410075 -1.274440  -0.667
H17 3.937422 -0.436575 2.704660  0.801
H18 3.152422 -1.814775 3.480060  0.642
H19 -0.400078 0.368825 5.157760  0.508
H20 -2.109578 -1.159975 6.043060  0.505
H21 -2.471178 -3.361675 5.004260  0.482
H22 -1.083578 -4.051975 3.086660  0.689
H23 0.636022 -2.577775 2.196460  -0.398
H24 2.714222 2.696525 3.268860  0.270
H25 3.552222 4.074025 5.141960  0.482
H26 3.547122 3.172825 7.433260  0.439
H27 2.714022 0.894025 7.865060  0.471
H28 1.862722 -0.483275 6.002860  0.547
H29 0.961722 -3.503775 -0.193140  0.246
H30 0.649222 -5.947075 -0.334340  0.565
H31 2.194622 -7.454175 0.882360  0.460
H32 4.025122 -6.510975 2.237960  0.461
H33 4.338622 -4.073075 2.382860  0.464
H34 5.670122 -1.602675 1.836160  0.389
H35 7.727522 -1.269675 0.537460  0.469
H36 7.618822 -0.959375 -1.907040  0.470
H37 5.453122 -1.105275 -3.073840  0.531
H38 3.375622 -1.548175 -1.785140  0.565
C40 -3.114078 0.518525 2.622360  -0.806
As1 -1.673178 1.610525 1.818160  1.762
C41 -2.931278 2.764725 0.796360  -0.982
C42 -1.475378 2.827925 3.389360  -1.373
H39 -3.968378 1.164025 2.840660  0.625
H40 -2.777078 0.056325 3.548360  0.130
H41 -3.431978 -0.278475 1.954460  -0.229
H42 -3.574378 3.313525 1.486260  0.609
H43 -3.571978 2.144125 0.166260  -0.261
H44 -2.399678 3.486525 0.169960  0.274
H45 -1.592378 3.875525 3.103860  0.485
H46 -0.495378 2.706525 3.854260  0.233
H47 -2.236478 2.588725 4.132960  0.491
C43 -1.314978 3.434825 -4.703140  -0.646
Si1 -1.045478 1.699825 -5.459240  0.355
C44 -2.188978 1.371425 -6.939540  -1.191
C45 0.784722 1.348825 -5.908840  -1.087
C46 -1.461078 0.391425 -4.076240  -1.068
Te1 -1.740178 1.042425 -2.052940  -0.343
C47 -3.795278 1.544025 -2.508640  -1.096
Si2 -5.137178 0.205225 -2.085440  0.001
C48 -4.609178 -0.527475 -0.400040  -0.318
C49 -6.796678 1.107625 -1.931440  -1.157
C50 -5.071978 -1.148575 -3.412440  -1.068
H48 -0.597378 4.156325 -5.079840  0.456
H49 -1.253778 3.411225 -3.612240  -0.109
H50 -2.295978 3.817425 -4.964840  0.457
H51 -1.919478 2.008825 -7.777340  0.355
H52 -3.237678 1.556925 -6.721740  0.370
H53 -2.102878 0.343725 -7.284340  0.371
H54 1.319722 2.242725 -6.219440  0.408
H55 0.821322 0.658825 -6.749040  0.419
H56 1.342522 0.882025 -5.100540  0.187
H57 -0.669478 -0.356775 -4.026940  0.639
H58 -2.397478 -0.119975 -4.310940  0.804
H59 -3.820578 1.790625 -3.565040  0.893
H60 -4.009078 2.459825 -1.963640  0.670
H61 -5.176578 -0.095975 0.420460  0.605
H62 -3.545278 -0.350675 -0.223940  -0.689
H63 -4.771578 -1.600775 -0.366140  0.576
H64 -6.797778 1.870625 -1.157540  0.379
H65 -7.584178 0.402725 -1.687840  0.351
H66 -7.077478 1.586625 -2.863440  0.360
H67 -4.127878 -1.687975 -3.410540  0.276
H68 -5.237278 -0.749275 -4.407440  0.406
H69 -5.859578 -1.872175 -3.229440  0.391

Cartesian forces, eV/Å:
Zr 2.5454 3.6078 0.9449
O -0.0072 -0.6238 -0.5210
C 0.2697 0.8014 -0.2735
C -0.2352 -0.1881 0.3401
C 0.1437 -0.0301 0.0077
C -0.0203 0.0760 -0.3285
C -0.0307 -0.1982 0.2437
C 0.1056 -0.2619 0.1450
C 0.0403 -0.2084 -0.0571
C 0.0332 0.4340 0.2803
N 0.1002 0.2635 0.2688
H 0.0354 0.1280 0.3658
H -0.2282 -0.1015 0.1058
H 0.0151 -0.1912 -0.0904
H 0.0661 -0.0135 -0.0560
H 0.1116 0.0603 -0.0066
H 0.0610 0.3362 -0.1775
H -0.1636 -0.0224 -0.0134
H 0.0725 0.0004 -0.1356
H -0.0176 0.1138 -0.0331
H -0.0591 0.0729 0.1262
H -0.1240 0.0567 -0.1945
O -0.2736 -1.4499 -1.5997
N -0.1636 -0.6214 -0.5390
N 0.3035 0.1247 0.0368
O -1.7097 -2.0221 -0.2964
C -0.6650 -0.8300 0.1750
C 0.1005 0.2419 -0.0120
C 0.0669 -0.0369 -0.0950
C -0.0275 -0.0266 -0.0016
C -0.0838 -0.0200 0.0593
C 0.1048 0.1838 0.0121
H -0.0197 0.0232 -0.0545
H 0.0052 -0.0051 0.1011
H -0.1083 -0.0505 -0.0330
H 0.0425 -0.0327 -0.0963
H 0.0733 -0.0195 -0.0620
O -0.2474 0.0151 0.0320
P 1.4944 -0.7006 0.5806
C -0.3788 0.0242 -0.5442
P 0.4753 -0.9888 1.9673
O 0.7151 0.4408 0.5562
C 0.6765 0.3273 0.1623
C 0.0326 0.0940 0.0856
C 0.0298 0.1001 0.0197
C 0.0683 0.1548 -0.0215
C 0.0614 -0.0260 -0.0301
C 0.0556 -0.1357 -0.0159
C -0.3060 -0.2436 -0.4007
C -0.0348 0.0600 -0.2518
C 0.0503 0.0311 0.0179
C -0.0546 -0.0449 -0.0578
C 0.0099 -0.0769 0.0003
C -0.0163 -0.1384 -0.0054
C -0.1516 0.4943 -0.0886
C -0.1404 0.2246 -0.0536
C 0.0484 -0.0418 0.0025
C -0.0637 0.0725 -0.0269
C 0.0871 0.0111 0.0514
C -0.0123 0.0645 0.0349
C -0.3322 -0.1206 0.1579
C -0.1697 0.0421 0.0458
C 0.0736 -0.0167 -0.0643
C -0.0488 -0.0335 0.0986
C -0.0651 -0.0140 -0.0382
C -0.0738 -0.1328 0.0411
H -0.0638 0.0010 -0.0653
H -0.0844 -0.0379 0.0632
H -0.0189 -0.0059 0.0293
H -0.0805 0.0850 0.0996
H -0.0412 -0.1015 0.0656
H 0.0129 -0.1558 -0.1194
H -0.1390 0.0020 0.0793
H -0.0062 0.0985 -0.0123
H 0.0477 0.1178 -0.0383
H 0.0449 0.0657 0.0925
H -0.0002 -0.0525 0.0919
H -0.0082 -0.0926 0.1240
H -0.0559 -0.0940 -0.0339
H -0.0435 -0.0583 -0.0265
H 0.0157 -0.0643 0.0237
H 0.0445 -0.0289 0.0451
H 0.1216 -0.0167 0.0746
H 0.0783 0.0320 0.1055
H 0.0479 0.0478 0.0431
H 0.0369 0.0012 -0.0285
H -0.0402 -0.0157 -0.0554
H 0.0192 0.0217 -0.0939
C 0.3116 -0.3275 -0.1213
As -2.1321 1.1912 1.1034
C 0.2952 -0.0808 -0.1406
C 0.4141 -0.1711 -0.2237
H 0.1953 0.0602 -0.1019
H 0.0736 0.1388 -0.0740
H 0.0491 0.0954 -0.0603
H 0.1173 -0.1181 0.0824
H 0.0850 -0.0275 0.1065
H -0.0259 -0.0915 0.0607
H 0.0203 -0.1478 -0.1149
H 0.0237 0.0076 0.0086
H -0.0071 -0.0720 -0.1687
C 0.0254 -0.6598 -0.2707
Si 0.1586 -0.0857 -0.0018
C 0.4566 0.1177 0.5839
C -0.7110 0.1563 0.0468
C 0.3328 0.5136 -0.4455
Te -1.9735 0.6616 -2.1015
C -0.2063 -0.6308 0.5056
Si 0.0271 -0.0664 0.2483
C -0.2199 0.2766 -0.6221
C 0.6289 -0.3825 -0.2349
C -0.1038 0.6377 0.4774
H 0.2024 0.1101 -0.0420
H 0.0879 0.1085 0.0085
H -0.2495 0.0322 -0.0335
H 0.0928 0.1432 -0.1028
H -0.1217 0.0651 0.1483
H 0.0762 -0.1590 0.0097
H 0.0239 0.1680 -0.0365
H -0.0522 -0.0973 -0.1190
H 0.0023 -0.0077 0.1905
H -0.0620 0.0545 0.0074
H -0.0314 -0.0050 0.2223
H 0.2214 -0.0335 -0.2570
H 0.0539 0.1137 0.1800
H -0.0481 0.1642 0.0868
H -0.0475 -0.0707 0.0898
H -0.0048 -0.1841 -0.0574
H 0.1606 0.0739 0.1405
H -0.1529 -0.2110 0.0558
H -0.0343 0.0894 -0.2201
H 0.1922 -0.0606 0.0714
H -0.0185 0.1193 -0.2181
H -0.1553 -0.1708 0.0790